No. 1
{
  "formula": "C11H24F2IInNO",
  "method": "ωB97M-V/def2-TZVPD",
  "elements": ["C", "C", "In", "C", "C", "C", "I", "C", "C", "F", "C", "C", "F", "H", "H", "H", "H", "H", "H", "H", "H", "H", "H", "H", "H", "H", "H", "H", "H", "H", "H", "H", "O", "C", "N", "C", "H", "H", "H", "H", "H"],
  "xyz": [[1.8792, 1.3680, -1.6531], [0.6548, 0.8422, -2.4117], [-0.4914, -0.6252, -1.2048], [-2.5807, -0.8364, -1.9768], [-3.7193, -0.1473, -1.2468], [-5.0246, -0.0878, -2.0260], [-4.1150, -1.1429, 0.6430], [0.5295, -2.5984, -1.3729], [2.0218, -2.5410, -1.6136], [0.3251, -3.4251, -0.2200], [-0.5239, 0.2079, 0.8640], [-0.9361, 1.6777, 0.9255], [0.8061, 0.1252, 1.4535], [1.5800, 2.0461, -0.8487], [2.4444, 0.5623, -1.1759], [2.5861, 1.9208, -2.2867], [0.0252, 1.6824, -2.7243], [0.9772, 0.3460, -3.3343], [-2.8341, -1.8931, -2.1194], [-2.5650, -0.3896, -2.9832], [-3.4346, 0.8588, -0.9368], [-4.8900, 0.5902, -2.8749], [-5.2778, -1.0745, -2.4204], [-5.8654, 0.2691, -1.4292], [0.0630, -3.1591, -2.1927], [2.5360, -2.0102, -0.8086], [2.4682, -3.5397, -1.6984], [2.2147, -1.9987, -2.5440], [-1.1415, -0.3696, 1.5505], [-0.0426, 2.2887, 1.0759], [-1.6309, 1.9002, 1.7418], [-1.3935, 2.0273, -0.0050], [4.4254, 1.2786, 4.6721], [3.3869, 1.0079, 4.0888], [3.1771, 1.2986, 2.7868], [2.2351, 0.3144, 4.7837], [2.3120, 1.0582, 2.3263], [3.9129, 1.7434, 2.2670], [1.9224, 0.9265, 5.6291], [2.5948, -0.6357, 5.1767], [1.3884, 0.1336, 4.1237]],
  "atomic_forces_ev_per_a": [[0.051, 0.066, -0.005], [0.040, -0.022, 0.017], [-0.024, -0.048, 0.067], [-0.047, 0.069, -0.054], [0.100, 0.047, -0.175], [-0.079, -0.046, -0.028], [-0.002, -0.018, 0.059], [-0.029, 0.014, -0.054], [0.049, 0.023, 0.004], [-0.036, -0.005, 0.051], [-0.103, 0.085, -0.058], [-0.021, 0.051, 0.046], [0.119, 0.017, 0.120], [-0.015, -0.034, 0.017], [0.001, -0.012, -0.031], [-0.036, 0.012, -0.006], [0.004, -0.017, -0.022], [-0.013, 0.011, -0.004], [0.015, 0.030, 0.003], [0.015, -0.021, 0.012], [-0.049, -0.036, 0.100], [0.017, -0.040, -0.013], [0.017, 0.016, 0.044], [0.035, 0.055, 0.006], [0.034, -0.041, -0.001], [-0.024, -0.009, -0.007], [-0.019, 0.002, -0.006], [0.012, 0.007, 0.013], [0.038, -0.064, 0.007], [-0.006, 0.000, -0.031], [0.031, 0.005, 0.016], [-0.007, -0.041, 0.014], [0.017, 0.010, 0.024], [-0.018, -0.010, -0.043], [-0.090, 0.054, 0.043], [0.000, -0.008, 0.004], [-0.004, -0.099, -0.139], [0.015, -0.008, 0.011], [0.001, 0.000, 0.000], [0.004, 0.003, 0.005], [0.007, 0.002, -0.006]],
  "lowdin_charge": [-0.2302, -0.3405, 0.8217, -0.3615, -0.8660, -0.2130, 0.7744, -0.4182, -0.1521, -0.1619, -0.3844, -0.1356, -0.1961, 0.0432, 0.0425, 0.0495, 0.0156, 0.0140, 0.0282, 0.0362, 0.0483, 0.0726, 0.0698, 0.0465, 0.0631, 0.0610, 0.0619, 0.0629, 0.0255, 0.0613, 0.0605, 0.0499, 0.0002, -0.6090, 0.1715, -0.0082, 0.0645, 0.1061, 0.0793, 0.0818, 0.0648],
  "charge": -1,
  "spin_multiplicity": 1,
  "largest_force_ev_per_a": 0.2,
  "orbital_gap_ev": 7.3,
  "homo_ev": -4.80,
  "energy_ev": -34043.7687
}


No. 2
{
  "formula": "C11H24IN2O4Zr",
  "method": "ωB97M-V/def2-TZVPD",
  "elements": ["Zr", "C", "N", "C", "C", "O", "C", "O", "C", "C", "O", "N", "C", "C", "H", "H", "H", "H", "H", "H", "H", "H", "H", "H", "H", "H", "H", "H", "H", "H", "C", "C", "O", "H", "H", "H", "H", "H", "H", "I", "C", "H", "H"],
  "xyz": [[-0.4780, -0.6447, -1.2407], [4.1934, -0.8643, -0.3516], [3.1606, -1.0267, 0.7008], [3.6560, -1.4742, 2.0237], [1.9151, -0.8111, 0.4797], [1.4467, -0.4550, -0.6738], [0.8530, -0.9757, 1.5620], [-0.3783, -0.3889, 1.0653], [-0.6009, 1.0030, 1.4426], [-0.7375, 1.8981, 0.2114], [-0.7318, 1.3145, -0.9560], [-0.8880, 3.1670, 0.3414], [-0.9697, 3.8336, 1.6634], [-1.0588, 4.0684, -0.8256], [4.5432, -1.8496, -0.6548], [3.7928, -0.3283, -1.2022], [5.0220, -0.3097, 0.0829], [4.4440, -2.2034, 1.8574], [4.0705, -0.6251, 2.5643], [2.8698, -1.9470, 2.6056], [0.6533, -2.0299, 1.7412], [1.1441, -0.5159, 2.5019], [-1.5125, 1.0450, 2.0348], [0.2248, 1.3454, 2.0608], [-0.4015, 3.3043, 2.4224], [-0.5549, 4.8314, 1.5590], [-2.0132, 3.9146, 1.9671], [-1.0758, 3.5082, -1.7506], [-1.9908, 4.6151, -0.6975], [-0.2298, 4.7735, -0.8314], [-3.2263, -2.5883, -0.2483], [-3.2588, -1.9592, -1.6157], [-2.5716, -0.6112, -1.5531], [-3.5614, -3.6235, -0.3206], [-3.8748, -2.0657, 0.4536], [-2.2143, -2.6217, 0.1677], [-4.2730, -1.7948, -1.9640], [-2.7294, -2.5345, -2.3673], [-3.2234, 0.0938, -1.6857], [0.3575, -3.4019, -1.8777], [0.0067, -1.6355, -3.1539], [-0.7471, -1.9676, -3.8663], [0.9480, -1.4626, -3.6726]],
  "atomic_forces_ev_per_a": [[-0.040, -0.943, -1.320], [-0.042, -0.040, 0.161], [0.356, -0.137, 0.056], [0.024, 0.056, -0.107], [-0.163, 0.171, -0.103], [0.894, 0.009, 0.458], [-0.062, 0.186, -0.021], [0.269, 0.232, 0.146], [0.025, -0.104, -0.065], [0.017, -0.258, -0.119], [-0.106, 0.889, 0.621], [-0.055, 0.355, -0.003], [-0.017, 0.003, -0.103], [0.016, 0.003, 0.136], [-0.018, -0.019, 0.019], [-0.074, 0.029, -0.010], [0.007, 0.011, 0.010], [0.011, -0.029, -0.027], [0.015, 0.034, -0.007], [0.019, -0.006, -0.023], [-0.054, -0.123, 0.017], [-0.056, 0.048, 0.091], [-0.100, -0.036, 0.066], [0.076, -0.005, 0.064], [0.009, -0.019, -0.026], [0.022, 0.026, -0.016], [-0.005, -0.013, -0.037], [0.005, -0.075, -0.004], [-0.020, -0.003, 0.025], [0.013, -0.007, 0.012], [-0.083, 0.086, 0.019], [-0.236, -0.141, 0.217], [-0.907, -0.477, -0.074], [-0.036, -0.004, -0.014], [0.003, -0.005, -0.006], [0.112, -0.038, 0.015], [-0.030, 0.151, -0.076], [0.133, 0.016, -0.109], [0.138, 0.035, 0.016], [-0.295, 0.367, -0.065], [0.267, -0.399, 0.201], [-0.073, 0.128, -0.021], [0.041, 0.047, 0.009]],
  "lowdin_charge": [1.6731, 0.0604, -0.0641, 0.0499, -0.3665, -0.2100, -0.0391, -0.2341, -0.0149, -0.3158, -0.1573, -0.0658, 0.0507, 0.0605, 0.1227, 0.1007, 0.1211, 0.1222, 0.1259, 0.1005, 0.1610, 0.1516, 0.1696, 0.1468, 0.0995, 0.1200, 0.1292, 0.0981, 0.1237, 0.1233, -0.0599, -0.1767, -0.2258, 0.1168, 0.1037, 0.0393, 0.1468, 0.0968, 0.1518, 0.9867, -0.6150, -0.0056, -0.0018],
  "charge": 3,
  "spin_multiplicity": 1,
  "largest_force_ev_per_a": 1.6,
  "relative_energy_kcal_mol": 10.3,
  "orbital_gap_ev": 8.6,
  "homo_ev": -19.32,
  "energy_ev": -32322.4058
}


> Which formula does entry 1 have?

C11H24F2IInNO